1.
Formula: C32H25CaCl3N7O5S
Source: OMol25
Level of theory: ωB97M-V/def2-TZVPD

Each line ends with the Mulliken charge.
Geometry (Å):
Ca -0.1509 -0.1126 -0.7888  2.83
O 3.8004 -2.2112 -0.4152  -0.82
C 2.8582 -1.4172 -0.5816  -0.25
N 1.6678 -1.4447 0.0024  -0.43
C 1.5588 -2.5150 0.9828  -1.48
C 0.2701 -2.3875 1.7543  0.72
C -0.8278 -3.1949 1.4635  -0.33
C -1.9950 -3.0494 2.1944  -0.36
C -2.0305 -2.0997 3.2033  -0.51
C -0.8960 -1.3331 3.4173  -0.36
N 0.2293 -1.4614 2.7201  -0.45
C 3.0800 -0.2572 -1.5395  0.45
C 4.3260 -0.1059 -2.1320  -0.60
C 4.5253 0.9431 -3.0142  -0.53
C 3.4744 1.8048 -3.2822  -0.71
C 2.2627 1.5838 -2.6487  -0.82
N 2.0681 0.5800 -1.7892  0.85
H 2.3938 -2.4723 1.6894  0.43
H 1.6096 -3.5020 0.5062  0.35
H -0.7615 -3.9157 0.6585  0.29
H -2.8658 -3.6545 1.9715  0.46
H -2.9205 -1.9425 3.7990  0.41
H -0.8910 -0.5702 4.1918  0.44
H 5.0938 -0.8248 -1.8856  0.52
H 5.4835 1.0792 -3.5006  0.40
H 3.5682 2.6135 -3.9926  0.54
H 1.4057 2.2176 -2.8484  0.41
O -5.3924 -2.3841 0.5598  -0.72
C -4.9718 -3.1867 -0.4277  0.36
C -5.7742 -4.2809 -0.7624  -0.82
C -5.3964 -5.1456 -1.7698  -0.29
C -4.2081 -4.9443 -2.4683  -0.92
C -3.4093 -3.8675 -2.1347  -0.33
C -3.7654 -2.9762 -1.1217  0.48
C -2.8312 -1.8561 -0.8039  0.23
O -1.7159 -1.8015 -1.3811  -0.64
N -3.2703 -0.9996 0.1255  -1.55
N -2.3174 -0.0910 0.4413  1.96
C -2.5902 0.8093 1.2960  -1.66
C -1.5443 1.7753 1.6498  1.10
C -1.7995 2.7936 2.5607  -1.13
C -0.7894 3.6910 2.8644  -0.37
C 0.4455 3.5446 2.2557  -0.93
C 0.6140 2.4966 1.3620  -0.48
N -0.3485 1.6345 1.0625  0.47
H -4.7082 -1.6594 0.6267  0.60
H -6.6954 -4.4228 -0.2117  0.43
H -6.0346 -5.9860 -2.0162  0.36
H -3.9139 -5.6204 -3.2600  0.43
H -2.4784 -3.6822 -2.6551  0.37
H -3.5707 0.8833 1.7652  0.12
H -2.7799 2.8766 3.0111  0.48
H -0.9656 4.4959 3.5667  0.44
H 1.2627 4.2210 2.4615  0.45
H 1.5639 2.3388 0.8617  0.46
Cl -2.6080 3.9387 -0.9573  -0.15
C -2.7877 2.9715 -2.4548  0.72
Cl -3.5305 3.9737 -3.7008  -0.14
Cl -3.8238 1.5726 -2.1256  -0.14
C -1.3399 2.4757 -2.8573  -0.32
O -0.8044 2.9860 -3.8325  -0.72
O -0.9296 1.5696 -2.0938  -0.56
S 2.0976 1.1501 -6.6552  -0.37
C 1.5305 0.0728 -5.5107  -0.50
N 0.3041 0.2515 -4.9361  0.11
C -0.2809 -0.6167 -4.0755  -0.54
C 0.3781 -1.7325 -3.6648  -0.34
C 1.6887 -1.9379 -4.1546  -0.29
C 2.2434 -1.0741 -5.0463  -0.48
H -0.1604 1.1288 -5.1515  0.28
H -1.2696 -0.3528 -3.7314  0.80
H -0.0948 -2.4129 -2.9742  0.44
H 2.2614 -2.7862 -3.7993  0.39
H 3.2457 -1.2156 -5.4271  0.46

**Molecular weight**: 766.10 Da
**Energy relative to the best compared isomer or geometry (same formula, charge and spin)**: 0.141 eV
**HOMO level**: -5.38 eV
**Calculated total energy**: -121108.3304 eV
**Charge**: -1

2.
Formula: C32H25Cl5F6IN7O3Re
Source: OMol25
Level of theory: ωB97M-V/def2-TZVPD

Each line ends with the Mulliken spin population.
Geometry (Å):
Re 0.2256 0.3537 0.1368  0.88
Cl -0.9063 -1.2353 2.9102  0.00
C -2.1687 -0.4965 1.9988  0.02
C -1.8365 0.2274 0.8497  -0.02
C -2.9298 0.7341 0.1378  0.02
Cl -2.6694 1.5857 -1.3307  0.00
C -4.2539 0.5834 0.5584  -0.02
Cl -5.5405 1.2565 -0.3485  0.00
C -4.5282 -0.1080 1.7406  0.02
Cl -6.1302 -0.2661 2.3072  0.00
C -3.4700 -0.6707 2.4591  -0.01
Cl -3.7846 -1.5607 3.8902  0.00
F 0.0218 -6.1191 2.5775  0.00
C -0.0594 -5.8009 1.2720  0.00
C -0.0190 -4.4762 0.9320  0.00
C -0.0600 -4.0605 -0.4046  0.01
C 0.0053 -2.6352 -0.7058  0.00
O 0.1490 -1.8067 0.2305  0.01
C -0.0971 -2.3211 -2.0916  0.00
C -0.1759 -3.3293 -3.0131  0.01
N -0.1865 -4.6457 -2.7469  0.01
C -0.1949 -5.4776 -3.9280  0.00
C -0.9333 -6.7724 -4.1092  0.00
C 0.5692 -6.7595 -4.0934  0.00
C -0.1510 -5.0463 -1.4198  0.00
C -0.2187 -6.3895 -1.0286  0.00
C -0.1691 -6.8129 0.2963  0.00
N -0.2640 -8.1654 0.5961  0.00
C -0.4762 -8.6448 1.9557  0.00
C -0.8376 -10.1380 1.9132  0.00
N -1.5878 -10.4053 0.6610  0.00
C -0.6983 -10.2660 -0.5302  0.00
C 0.3487 -9.1783 -0.2329  0.00
C -0.1359 -0.9155 -2.6738  0.00
O -0.2045 -0.7904 -3.8770  -0.01
O -0.1126 0.0737 -1.8550  0.01
H 0.0744 -3.7292 1.7049  0.00
H -0.2221 -3.0231 -4.0518  0.00
H -0.1969 -4.8447 -4.8068  0.00
H -1.4266 -6.8983 -5.0609  0.00
H -1.4961 -7.1955 -3.2930  0.00
H 1.0877 -6.8884 -5.0314  0.00
H 1.1167 -7.1604 -3.2555  0.00
H -0.3289 -7.1476 -1.7758  0.00
H -1.2964 -8.0761 2.4008  0.00
H 0.4055 -8.5167 2.5975  0.00
H -1.4426 -10.4027 2.7810  0.00
H 0.0465 -10.7770 1.9226  0.00
H -2.3450 -9.7139 0.6000  0.00
H -2.0154 -11.3368 0.6790  0.00
H -1.3061 -9.9958 -1.3950  0.00
H -0.2101 -11.2189 -0.7382  0.00
H 0.7166 -8.7617 -1.1665  0.00
H 1.2190 -9.6065 0.2803  0.00
N 1.9027 2.0924 2.1522  0.00
N 0.9401 1.0293 2.2377  -0.01
H 2.3816 2.2372 3.0370  0.00
H 1.4614 2.9654 1.8772  0.00
H 0.1867 1.2098 2.9184  0.00
H 1.4463 0.2134 2.6005  0.00
I -1.7881 6.2036 0.3151  0.00
C -0.7697 4.4881 -0.2717  0.01
C -0.2259 4.1925 -1.5157  0.03
N 0.2456 2.9462 -1.4436  0.01
N 0.0468 2.4110 -0.2374  0.00
C -0.5733 3.3408 0.4945  0.03
H -0.1656 4.7918 -2.4037  0.00
H 0.6497 2.3892 -2.1900  0.00
H -0.8908 3.1681 1.5061  0.00
F 2.5524 1.4767 -1.9028  0.00
C 3.1468 0.6090 -1.0570  0.00
C 2.3722 0.0160 -0.0714  -0.01
C 3.0493 -0.8896 0.7360  0.01
F 2.3554 -1.5063 1.7250  0.00
C 4.3929 -1.2060 0.5931  -0.01
F 4.9620 -2.1161 1.3863  0.00
C 5.1375 -0.5539 -0.3860  0.02
F 6.4357 -0.8009 -0.5158  0.00
C 4.5049 0.3626 -1.2224  -0.01
F 5.1909 0.9811 -2.1803  0.00

**Molecular weight**: 1159.96 Da
**2S+1**: 2
**Energy relative to the best compared isomer or geometry (same formula, charge and spin)**: 0.076 eV
**Expectation value of S²**: 0.762
**HOMO level (spin up / spin down)**: -12.58 / -12.71 eV
**Calculated total energy**: -139293.8673 eV
**Charge**: +2

3.
Formula: C32H25InN6O
Source: OMol25
Level of theory: ωB97M-V/def2-TZVPD

Each line ends with the Mulliken charge.
Geometry (Å):
In -1.5998 -3.3096 1.1437  1.26
C 7.3209 6.6941 -1.8624  -0.85
O 6.8457 6.2587 -0.6056  -0.45
C 5.9832 5.2541 -0.5447  0.97
C 5.5602 4.8768 0.7453  -0.62
C 4.6645 3.8571 0.9120  -0.53
C 4.1508 3.1670 -0.2025  0.39
C 4.5817 3.5390 -1.4841  -0.80
C 5.4814 4.5614 -1.6584  -0.69
C 3.2336 2.0910 0.0082  0.36
N 2.8196 1.6699 1.1954  -0.81
C 2.0080 0.6266 0.9689  0.45
C 1.8978 0.3866 -0.4213  -0.21
N 2.6817 1.3353 -1.0008  -0.12
C 1.1040 -0.6433 -0.9549  0.75
C 0.9062 -0.8904 -2.3281  -0.45
C 0.1178 -1.9396 -2.7284  -0.77
C -0.4738 -2.7492 -1.7554  -0.47
N -0.3207 -2.5115 -0.4668  -0.38
C 0.4287 -1.4881 -0.0200  0.34
C 0.5215 -1.2467 1.3986  0.11
N -0.1689 -2.0330 2.2511  -0.46
C -0.1319 -1.8304 3.5574  -0.11
C 0.6119 -0.7967 4.1241  -0.97
C 1.3342 0.0348 3.2943  -0.14
C 1.3064 -0.1789 1.9087  0.29
H 8.0032 7.5133 -1.6536  0.25
H 6.5012 7.0522 -2.4890  0.35
H 7.8577 5.8933 -2.3755  0.35
H 5.9665 5.4154 1.5863  0.45
H 4.3401 3.5551 1.8945  0.51
H 4.2253 3.0266 -2.3654  0.22
H 5.7929 4.8162 -2.6584  0.43
H 2.8439 1.4734 -1.9852  0.20
H 1.3726 -0.2463 -3.0572  0.49
H -0.0532 -2.1410 -3.7729  0.53
H -1.0878 -3.6000 -2.0288  0.45
H -0.7147 -2.5118 4.1691  0.46
H 0.6078 -0.6574 5.1934  0.46
H 1.9234 0.8584 3.6685  0.65
C -3.4558 -0.7034 0.9070  -0.88
N -3.3841 -2.1295 1.1277  -0.11
C -4.4185 -2.9003 1.2805  0.38
C -4.2472 -4.2851 1.4653  0.22
C -5.1699 -5.3205 1.6713  -0.93
C -4.4428 -6.4995 1.8082  -0.56
C -3.0975 -6.1742 1.6831  -0.47
N -2.9843 -4.8519 1.4801  -0.32
C -4.0794 -0.3555 -0.4256  0.29
C -3.5678 -0.8950 -1.6001  0.45
C -4.1334 -0.5794 -2.8218  -0.62
C -5.2148 0.2860 -2.8776  -0.51
C -5.7225 0.8369 -1.7134  -0.64
C -5.1595 0.5126 -0.4905  -0.53
H -2.4209 -0.3311 0.9380  0.15
H -4.0145 -0.2232 1.7181  0.54
H -5.4235 -2.4848 1.2717  0.53
H -6.2369 -5.2112 1.7162  0.47
H -4.8289 -7.4866 1.9797  0.45
H -2.2255 -6.8099 1.7312  0.45
H -2.7173 -1.5709 -1.5558  0.07
H -3.7311 -1.0043 -3.7298  0.43
H -5.6566 0.5340 -3.8286  0.42
H -6.5579 1.5189 -1.7511  0.41
H -5.5532 0.9454 0.4162  0.40

**Molecular weight**: 624.41 Da
**HOMO level**: -12.21 eV
**Calculated total energy**: -49739.5373 eV
**Charge**: +2

Question: Which formula does entry 1 have?
Answer: C32H25CaCl3N7O5S